(1)
279
Properties=species:S:1:pos:R:3:mulliken_charge:R:1 method="wB97M-V/def2-TZVPD" homo_energy_ev=-8.4 lumo_ev=0.35 total_charge=0 gap_ev=8.7 e_tot_ev=-132534.604
O 6.84 2.98 0.20 -0.647
O 2.49 7.04 -0.92 -0.310
O -0.74 3.67 0.73 -0.021
O -3.26 0.15 2.08 -0.560
O 4.23 -5.20 -6.41 -0.600
O -1.23 -2.88 -4.91 -0.285
O -7.86 4.27 -3.25 -0.556
O 2.87 -6.71 3.45 0.153
O 2.18 3.64 -4.48 -0.752
O -3.31 1.27 -4.20 -0.439
O -6.29 6.54 -3.06 -0.613
O 1.63 -2.23 1.54 -0.272
O -5.11 4.93 2.84 -0.388
O -0.60 -7.30 -0.76 -0.436
O -2.11 -5.39 5.68 -0.416
O 5.46 -0.29 -1.19 0.181
O -0.18 8.09 4.34 -0.554
O -5.81 -3.85 -4.34 -0.333
O 7.85 -4.22 5.04 -0.577
O 0.31 1.47 5.03 -0.227
O 8.14 -0.47 -1.75 -0.445
O 5.50 -6.29 -1.34 -0.638
O -3.64 2.24 3.88 -0.114
O -1.11 7.24 -4.84 -0.297
N 0.29 0.10 0.16 0.727
N -0.66 -0.35 3.19 2.353
N -6.29 -1.05 -3.37 -0.084
N 0.39 -6.26 5.58 -0.421
N -0.85 -4.92 -1.89 0.266
N 0.67 5.86 -3.06 -0.448
C 0.22 1.54 -0.17 0.500
C -4.93 5.39 -1.49 0.327
C -3.30 4.02 5.23 -2.257
C 8.97 -1.38 -1.17 -0.589
C 4.80 0.10 -2.38 0.912
C -1.63 -1.42 3.03 -0.196
C 7.47 -4.93 3.93 0.503
C 5.79 3.10 1.08 1.467
C 1.06 2.61 5.40 -0.595
C 4.44 1.53 -2.13 -0.393
C -0.31 -6.15 4.31 0.096
C -4.61 0.75 -4.28 -0.555
C 5.07 -3.90 -0.73 -0.662
C 2.63 -7.98 2.92 -0.751
C 5.60 -0.21 -3.68 -1.721
C -6.38 -2.24 -2.53 -0.990
C -6.49 3.28 1.82 -1.244
C 3.26 7.99 -1.68 -0.785
C -2.97 1.66 6.05 -1.542
C 1.25 -0.79 -0.49 -1.262
C -0.41 -2.32 -5.90 -0.772
C 2.35 5.69 -1.42 -1.164
C 3.56 -5.56 -5.21 0.375
C -0.47 2.32 1.05 0.436
C -8.25 3.55 -2.08 -0.020
C -1.08 7.32 3.76 0.543
C 1.17 0.40 4.57 -1.262
C -3.12 -4.48 6.05 -0.679
C 7.89 -4.04 2.70 -0.855
C -5.21 8.06 -1.74 -1.449
C 1.42 2.50 -4.04 0.373
C -0.93 8.03 -6.01 -0.885
C -6.49 4.58 2.59 0.680
C -0.52 5.87 3.73 -0.689
C 5.66 4.56 1.80 -1.364
C -2.55 -1.10 1.87 -1.090
C -1.95 3.93 0.15 -0.233
C -4.23 0.29 1.03 -0.498
C -0.72 5.46 -3.44 0.259
C 3.39 -5.93 -0.27 0.431
C -1.09 5.85 -4.91 -1.105
C 8.39 -1.57 0.24 -0.376
C -1.57 -5.24 4.42 0.659
C -1.74 -5.26 -0.81 -0.658
C -2.94 1.65 -2.86 0.252
C 1.48 -7.26 5.52 -0.903
C 1.47 -2.19 0.03 0.652
C -4.94 -0.42 -3.35 0.523
C 4.86 -5.37 -0.44 0.357
C 1.82 1.35 -4.79 -1.099
C 2.13 -3.50 2.06 0.214
C -1.17 -6.32 0.07 0.205
C -1.11 7.97 2.44 -1.147
C 2.76 -6.72 4.90 -0.768
C -5.83 6.63 -1.75 0.371
C 2.13 -6.07 -5.57 -1.135
C 0.26 -0.82 4.22 0.269
C -7.61 2.21 -2.18 -0.764
C -7.15 -4.18 -4.75 -0.749
C 0.88 5.33 -1.76 0.788
C 3.55 -4.40 -4.28 -0.386
C -0.55 -3.75 -3.89 0.606
C -7.17 4.39 3.93 -1.547
C 6.06 1.93 2.06 -1.099
C -0.40 -8.52 -0.04 -0.718
C -1.57 -4.15 -2.91 -0.667
C -2.75 2.63 4.91 2.554
C -5.49 -3.45 -3.00 0.575
C 5.99 -5.07 3.93 -0.959
H 4.56 -3.50 -1.61 -0.018
H -0.56 -7.15 3.97 0.212
H -7.45 3.03 1.37 0.464
H 0.61 -2.14 -5.56 0.105
H -4.39 4.01 5.34 0.301
H 4.67 4.68 2.24 0.286
H -4.64 8.27 -0.84 0.347
H 1.44 2.62 6.43 0.323
H -5.86 3.28 0.94 0.002
H 10.00 -1.08 -1.02 0.405
H 5.35 2.11 -1.99 0.212
H 1.62 -4.35 1.61 -0.438
H 1.22 2.52 -2.97 0.028
H -5.94 8.84 -1.96 0.368
H 6.06 0.92 1.65 0.143
H 6.51 0.39 -3.72 0.257
H -1.07 0.56 3.33 -1.065
H 0.42 -5.70 3.64 -0.261
H 7.05 2.10 2.47 0.326
H -1.51 5.75 -2.75 0.311
H 7.93 -0.69 0.68 0.110
H -1.23 -2.43 2.99 -0.452
H -5.03 0.87 1.47 -0.139
H 0.55 5.82 3.55 0.479
H -4.71 -0.62 0.68 0.304
H -2.03 -0.99 0.92 0.195
H -1.01 5.56 2.80 -0.133
H -0.09 -2.93 -6.74 0.334
H -4.73 0.44 -5.32 0.422
H -7.72 -3.25 -4.76 0.245
H -2.66 3.76 0.96 0.208
H -4.61 4.15 3.08 -0.096
H 6.69 2.22 -0.37 0.226
H 4.31 7.78 -1.49 0.254
H -3.92 5.73 -1.73 -0.310
H -0.70 -1.32 -6.23 0.319
H 7.55 -2.26 0.25 -0.097
H 7.94 -5.91 3.98 0.281
H 5.42 -4.17 4.16 0.312
H 2.95 5.39 -2.28 0.442
H -1.56 7.29 1.71 0.031
H -2.04 5.50 -5.32 0.475
H 1.47 -5.31 -6.00 0.229
H -0.67 4.37 -3.43 -0.025
H -5.31 1.57 -4.17 0.122
H -7.54 -4.68 -3.85 0.345
H -0.44 -5.87 0.74 -0.265
H 1.13 -0.93 -1.57 0.656
H 6.32 4.50 2.66 0.433
H -2.48 -3.61 6.19 0.279
H 5.15 -5.00 -6.25 0.325
H -0.31 5.42 -5.53 0.383
H 9.17 -2.02 0.85 0.428
H 5.72 -5.36 2.91 -0.096
H -3.84 -4.38 5.24 0.247
H 1.82 4.41 -4.05 0.271
H -7.83 4.07 -1.21 -0.069
H -1.98 4.97 -0.18 -0.080
H -8.03 3.76 3.71 0.367
H -7.23 -4.77 -5.66 0.236
H -6.61 2.22 -1.74 0.011
H 0.61 6.87 -3.11 0.429
H 5.06 -0.04 -4.61 0.334
H -7.46 1.80 -3.18 0.304
H -2.01 7.31 4.32 0.163
H 2.27 -0.43 -0.48 0.183
H 1.68 -7.45 6.57 0.461
H -3.29 1.39 3.60 0.062
H 5.94 -1.24 -3.57 0.442
H -1.41 1.88 1.39 -0.283
H -2.76 -5.48 -1.12 0.262
H -7.40 -2.62 -2.64 0.498
H 4.87 2.90 0.52 -0.438
H 2.84 1.09 -4.51 0.067
H -3.73 2.31 -2.51 0.449
H -7.02 5.93 -3.19 0.352
H -3.29 -1.88 1.65 0.752
H -8.20 3.85 -4.05 0.288
H -0.13 8.22 2.03 0.335
H 3.02 7.84 -2.73 0.347
H -4.46 8.13 -2.53 0.294
H 1.14 -8.22 5.13 0.419
H -0.62 8.93 4.49 0.361
H -0.88 9.10 -5.78 0.234
H -5.11 5.00 -0.49 -0.110
H 4.00 -6.49 -4.86 0.172
H -2.05 -6.73 0.55 0.493
H 1.67 -6.27 -4.60 0.218
H -2.05 1.48 6.60 0.353
H -3.78 1.86 6.76 0.391
H 7.09 -3.98 1.95 -0.102
H 3.07 -3.50 -4.65 0.241
H 3.16 -3.71 1.80 -0.135
H 0.37 2.59 -4.33 0.545
H -0.25 -6.62 6.27 0.286
H 3.88 1.90 -2.99 0.144
H 1.17 0.49 -4.65 0.111
H -6.74 -1.09 -4.28 0.314
H -0.44 -5.76 -2.26 0.248
H 3.95 -0.58 -2.42 -0.198
H -2.22 -1.44 3.95 0.402
H -1.93 2.05 -2.83 -0.554
H 1.20 1.95 -0.42 -0.305
H -1.38 -8.96 0.09 0.387
H -5.24 4.67 -2.24 0.113
H 3.02 -5.70 5.20 0.378
H 8.61 -0.30 -2.58 0.214
H -1.72 2.75 4.55 -0.550
H -6.14 2.46 2.44 0.498
H -1.89 -4.34 -0.25 0.145
H -3.88 0.80 0.13 0.241
H 2.94 -5.78 0.71 -0.714
H 5.33 -5.52 0.53 -0.039
H 9.05 -2.36 -1.65 0.331
H 0.43 -0.04 1.15 -0.636
H 1.83 2.86 4.67 0.289
H 1.58 0.92 3.71 0.319
H 1.56 -8.18 2.94 0.053
H -2.10 -3.25 -2.58 0.013
H 0.20 5.88 -1.10 0.539
H -3.00 0.78 -2.20 0.075
H 5.78 -5.85 4.67 0.412
H 2.42 -2.65 -0.26 -0.385
H -6.67 3.94 4.80 0.273
H 3.14 -4.66 -3.31 -0.194
H -2.28 -4.70 -3.53 0.387
H 2.98 8.99 -1.33 0.212
H 3.86 1.62 -1.21 -0.077
H 6.38 -0.22 -1.45 0.007
H -1.76 8.85 2.40 0.456
H 2.78 -5.41 -1.01 -0.473
H 0.84 4.27 -1.54 -0.792
H 6.13 -3.65 -0.86 0.334
H 1.95 0.11 5.28 0.498
H -1.31 -4.19 4.27 -0.679
H 2.85 5.06 -0.68 0.450
H -0.16 7.73 -6.72 0.340
H 0.34 -8.55 0.76 0.040
H -2.24 -5.52 3.60 0.419
H 5.88 5.39 1.13 0.331
H -5.59 -4.36 -2.41 0.447
H -3.20 0.71 5.55 0.327
H 2.21 -7.01 -6.12 0.375
H 3.15 -8.78 3.45 0.425
H -7.56 5.31 4.38 0.389
H -9.33 3.48 -1.97 0.444
H -4.28 -1.29 -3.36 -0.025
H 1.90 -3.70 3.11 0.344
H 7.45 -4.54 5.85 0.317
H 0.93 -1.60 3.87 -0.373
H -2.08 3.25 -0.69 0.144
H -8.32 1.57 -1.66 0.390
H -0.86 5.36 4.64 0.186
H 0.03 -9.16 -0.81 0.331
H 4.81 -3.31 0.14 0.300
H -6.94 5.36 1.97 0.419
H -6.31 -2.10 -1.45 0.139
H -0.22 -1.03 5.18 0.405
H -3.52 -4.89 6.97 0.242
H 0.42 3.49 5.32 0.025
H -4.42 -3.27 -3.00 -0.608
H 0.67 -2.83 -0.32 -0.140
H 8.77 -4.48 2.23 0.349
H 0.13 -3.06 -3.40 -0.200
H 3.64 -7.24 5.27 0.492
H 8.23 -3.07 3.05 0.405
H -3.10 4.17 6.29 0.602
H -6.70 6.61 -1.09 0.228
H -2.88 4.82 4.62 0.362
H 5.35 1.96 2.88 0.343
H 3.42 -7.02 -0.29 0.587
H 5.81 -7.02 -0.81 0.393
H 3.03 -8.07 1.90 0.134
H -4.90 -0.10 -2.30 -0.226
H 1.83 1.76 -5.80 0.442
H -1.83 7.84 -6.60 0.336
H 4.57 -4.06 -4.12 0.429
H -0.45 1.62 -1.03 -0.294
H 0.32 2.23 1.80 0.050
H 0.07 -4.49 -4.40 -0.080


(2)
126
Properties=species:S:1:pos:R:3:mulliken_spin:R:1 method="wB97M-V/def2-TZVPD" e_above_lowest_ev=0.0000 homo_energy_ev="-1.1 / -1.6" lumo_ev="2.87 / 2.87" s2=3.911 total_charge=-2 gap_ev="4.0 / 4.5" spin_multiplicity=4 e_tot_ev=-176571.934
I -2.52 0.66 9.65 0.000
I 1.35 -8.92 -0.37 0.003
I -2.67 7.96 -2.49 0.000
I 10.24 2.25 -3.95 0.000
V 1.90 0.23 0.91 2.035
S -1.44 -2.04 1.96 0.002
S 0.66 -0.80 -0.64 -0.101
P -1.41 0.47 -2.16 0.006
P -2.21 -1.33 0.28 0.025
N 1.74 -1.00 2.47 0.014
N 3.56 -0.82 0.36 -0.062
N 0.82 1.60 1.93 -0.132
N 2.67 1.79 -0.11 -0.010
C -4.09 -0.21 -3.02 0.001
C -3.25 0.66 -2.32 0.000
C 2.71 -2.93 1.31 0.139
C 0.76 3.30 0.17 0.119
C -5.45 0.06 -3.15 0.000
C 8.03 2.67 -1.93 -0.004
C -4.23 -3.30 0.38 0.000
C -4.78 -0.08 0.49 -0.002
C 1.24 -4.94 1.36 0.080
C -3.73 2.09 1.86 -0.011
C 6.85 2.36 -1.25 0.008
C 6.57 0.39 -2.58 0.010
C -1.97 -0.29 6.83 0.003
C 2.01 -2.33 2.38 -0.086
C -0.39 1.35 7.62 0.004
C -4.97 -4.37 -0.11 0.000
C -1.50 0.56 7.82 -0.004
C -3.85 -4.17 -2.22 0.000
C -0.01 4.42 -0.44 0.027
C 2.42 -4.30 0.91 -0.047
C -3.30 -2.65 -0.42 -0.004
C -5.16 2.10 -1.93 -0.001
C 0.93 -6.24 1.00 -0.055
C -1.11 -0.77 -0.90 -0.001
C -1.51 6.45 -1.62 0.004
C -5.62 0.93 0.95 0.000
C 3.81 3.02 -1.69 -0.003
C 7.74 0.68 -3.27 0.000
C 1.15 -0.79 3.70 0.124
C -0.93 6.66 -0.38 -0.003
C 0.27 1.28 6.40 -0.014
C 3.20 -5.01 -0.02 0.116
C 5.07 -2.52 0.34 0.100
C -0.18 5.65 0.20 0.011
C 0.51 0.39 4.06 0.039
C -1.08 -0.40 -3.77 -0.003
C -0.46 -1.64 -3.84 0.001
C -3.11 -3.09 -1.72 -0.001
C -5.99 1.22 -2.61 0.000
C 1.78 -6.94 0.15 0.106
C -0.58 4.24 -1.70 0.007
C -0.99 -0.25 -6.19 -0.001
C -0.17 0.44 5.39 -0.025
C 6.11 1.22 -1.55 0.008
C 5.70 -1.40 -0.17 0.032
C 0.36 2.77 1.42 0.015
C 8.46 1.82 -2.93 0.004
C 4.86 0.92 -0.80 0.107
C 2.90 -6.31 -0.39 -0.055
C -1.30 -0.35 5.62 -0.018
C 1.62 -2.98 3.61 0.109
C 1.13 -2.01 4.44 -0.098
C 3.74 -2.13 0.65 0.108
C -0.11 -2.19 -5.08 -0.001
C 0.34 1.50 3.23 0.142
C -4.78 -4.81 -1.42 0.000
C -0.50 3.41 2.39 0.093
C 3.86 1.86 -0.82 -0.013
C -1.33 0.29 -4.96 0.000
C 2.60 3.60 -1.52 0.006
C -2.89 1.08 1.41 0.006
C -3.81 1.82 -1.79 0.001
C -0.48 2.63 3.51 0.000
C -0.37 -1.50 -6.25 0.000
C 1.91 2.85 -0.49 -0.041
C 4.74 -0.36 -0.19 0.096
C -5.10 2.01 1.64 0.001
C -3.42 -0.02 0.73 0.005
C -1.33 5.25 -2.30 -0.004
H -0.03 2.01 8.40 0.000
H 1.15 1.89 6.22 -0.003
H -2.37 -2.60 -2.33 0.001
H -1.00 2.81 4.43 -0.002
H -5.34 -5.65 -1.80 0.000
H -0.08 -1.92 -7.21 0.000
H -0.25 -2.18 -2.92 -0.001
H -1.66 -0.98 4.82 0.003
H 0.02 -6.69 1.35 -0.002
H -1.81 1.26 -4.92 0.000
H 6.51 3.01 -0.45 0.001
H -5.57 3.01 -1.50 0.000
H -7.04 1.43 -2.72 0.000
H 5.99 -0.48 -2.84 -0.004
H -5.76 2.80 2.00 0.000
H -1.05 7.61 0.12 0.000
H 2.22 4.48 -2.01 0.002
H -3.68 -4.51 -3.24 0.000
H 4.03 -4.52 -0.50 0.022
H 3.53 -6.83 -1.10 -0.002
H 8.59 3.55 -1.67 0.000
H -6.69 0.88 0.76 0.000
H -4.35 -2.98 1.41 0.000
H 0.77 -2.14 5.45 -0.005
H -1.03 4.34 2.25 0.004
H 0.30 5.82 1.15 -0.001
H -0.45 3.29 -2.20 0.006
H 1.77 -4.02 3.83 0.003
H -1.82 1.13 1.58 0.017
H 4.59 3.33 -2.37 0.000
H -1.21 0.30 -7.10 0.000
H -3.30 2.94 2.39 -0.003
H -6.08 -0.64 -3.69 0.000
H -3.17 2.51 -1.24 0.000
H 0.37 -3.15 -5.11 0.000
H -5.68 -4.87 0.53 0.000
H -1.78 5.08 -3.26 0.000
H -3.68 -1.11 -3.46 0.000
H 5.51 -3.48 0.55 0.009
H -5.20 -0.90 -0.09 0.000
H 8.07 0.04 -4.07 0.000
H 6.73 -1.32 -0.48 0.008
H 0.53 -4.39 1.95 0.022
H -2.85 -0.90 7.00 0.000